Here is an isolated molecule of C5H11NO from the OMol25 dataset. Energies are from the ωB97M-V functional and the def2-TZVPD basis.

Properties
Energy relative to the best compared isomer or geometry (same formula, charge and spin)   0.9956 eV
Calculated total energy   -327.09476 Ha
Orbital gap   10.8 eV
LUMO   1.0 eV

Cartesian coordinates (Å):
H 1.24986 -1.85476 1.15669
N 0.61020 -1.14323 0.82531
C 1.18647 -0.39506 -0.02342
C 2.62522 -0.58659 -0.48568
O 0.53140 0.65045 -0.55847
C -0.87885 0.87376 -0.18925
C -1.81416 -0.02408 -1.00906
C -1.25429 0.81923 1.29020
H 2.78527 -0.37358 -1.54585
H 2.89789 -1.63259 -0.30587
H 3.32328 0.03137 0.09108
H -0.99526 1.91434 -0.50594
H -2.69497 0.52263 -1.37083
H -1.26932 -0.39516 -1.87674
H -2.17257 -0.87955 -0.42606
H -2.20409 1.36338 1.35166
H -0.52003 1.30966 1.93516
H -1.40603 -0.20025 1.64707

Mulliken population analysis, charges in e, atoms 1 to 4: 0.20, -0.58, 0.69, -1.10